1.
{
  "formula": "C26H56AgBr4F3O13SV",
  "method": "wB97M-V/def2-TZVPD",
  "species": ["V", "Ag", "C", "F", "F", "F", "S", "O", "O", "O", "C", "O", "O", "O", "Br", "C", "C", "Br", "H", "H", "H", "H", "Br", "C", "C", "Br", "H", "H", "H", "H", "C", "C", "C", "C", "C", "C", "H", "H", "H", "H", "H", "H", "C", "C", "O", "H", "H", "H", "H", "H", "H", "C", "C", "O", "H", "H", "H", "H", "H", "H", "C", "C", "O", "H", "H", "H", "H", "H", "H", "C", "C", "O", "H", "H", "H", "H", "H", "H", "C", "C", "O", "H", "H", "H", "H", "H", "H", "C", "C", "O", "H", "H", "H", "H", "H", "H", "C", "C", "O", "H", "H", "H", "H", "H", "H"],
  "positions_angstrom": [[-0.36482, 0.73433, 4.13143], [3.06508, 1.64328, 1.31873], [-0.78161, -0.85664, -0.28697], [0.01947, -1.77019, 0.34715], [-0.50454, -0.81004, -1.57732], [-2.05592, -1.09884, -0.17953], [-0.34388, 0.79328, 0.55123], [-1.12313, 1.86735, -0.05035], [-0.59622, 0.58496, 1.97614], [1.03433, 1.01841, 0.20630], [2.09175, 1.72230, 4.34903], [1.58994, 1.36861, 3.26598], [1.33217, 1.45336, 5.33884], [3.17899, 2.29825, 4.41446], [-5.16145, 2.55736, -2.42073], [-3.19935, 2.51458, -2.65067], [-2.81437, 1.07982, -2.98798], [-3.26103, 0.70802, -4.86034], [-2.75690, 2.92531, -1.74312], [-2.89341, 3.26737, -3.37717], [-3.36179, 0.33947, -2.40463], [-1.73022, 0.96714, -2.99182], [2.87768, -0.69906, -3.67707], [2.62458, -1.54212, -1.85966], [1.87102, -2.85723, -1.96970], [3.12462, -4.19243, -2.82566], [2.15038, -0.72436, -1.31696], [3.61889, -1.68915, -1.43798], [1.03738, -2.75182, -2.66397], [1.46041, -3.32245, -1.07356], [-1.22711, -2.61581, -3.82206], [-0.41129, -2.17521, -4.84392], [0.36299, -3.08528, -5.50880], [0.44207, -4.40478, -5.10963], [-0.34037, -4.85158, -4.06598], [-1.25188, -4.00692, -3.51548], [-1.98429, -1.99675, -3.36400], [-0.54722, -1.16885, -5.21156], [0.98217, -2.70005, -6.30541], [1.20274, -5.04652, -5.52911], [-0.15371, -5.80967, -3.60378], [-1.87216, -4.40075, -2.72394], [-4.67685, 1.85214, 1.38372], [-4.13050, 3.22198, 1.15133], [-2.78646, 3.22851, 1.48644], [-4.13562, 1.17499, 0.72294], [-5.74782, 1.73262, 1.21984], [-4.40266, 1.55850, 2.39698], [-4.62178, 3.93449, 1.81395], [-4.20709, 3.56548, 0.11971], [-2.34034, 2.59977, 0.91438], [-3.49100, -2.06450, 2.29531], [-2.22085, -1.99046, 3.13430], [-2.30918, -0.76705, 3.88774], [-4.20420, -2.73101, 2.78030], [-3.14157, -2.45044, 1.33769], [-3.91077, -1.07245, 2.12878], [-1.34530, -1.79252, 2.51599], [-1.96718, -2.82429, 3.78887], [-2.96373, -0.83562, 4.58666], [5.65199, 2.16289, -1.76935], [4.22836, 2.25802, -2.23272], [3.36574, 1.81298, -1.18558], [5.93438, 1.21504, -1.31116], [5.92167, 2.92762, -1.04095], [6.30773, 2.29915, -2.62931], [4.06473, 1.78908, -3.20299], [3.92566, 3.28383, -2.44293], [2.52288, 2.07836, -1.56074], [-0.68567, -4.85852, 1.75393], [0.10302, -5.79412, 0.79758], [1.49314, -5.60835, 0.95108], [-1.76133, -5.03376, 1.73538], [-0.51364, -3.81676, 1.48335], [-0.39140, -4.96022, 2.79852], [-0.18423, -5.63427, -0.24167], [-0.27433, -6.79884, 0.98792], [1.91531, -6.44815, 0.75588], [3.98081, -2.48275, 2.15042], [2.50066, -2.18356, 1.79629], [1.62322, -2.94263, 2.61562], [4.29873, -2.37740, 3.18769], [4.58729, -1.79869, 1.55685], [4.22586, -3.47826, 1.78026], [2.38266, -2.49234, 0.75762], [2.27302, -1.13576, 1.99220], [1.70042, -3.86765, 2.37067], [-0.26802, 5.70403, -1.12425], [0.92821, 4.67716, -1.05974], [0.72704, 3.41005, -1.56626], [-1.19047, 5.22515, -0.79582], [-0.47027, 6.09098, -2.12298], [-0.04970, 6.57228, -0.50249], [1.31288, 4.58635, -0.04392], [1.69890, 5.15948, -1.66098], [0.08575, 2.95530, -1.01532], [0.03043, 4.61172, 2.82497], [-0.69756, 4.13814, 4.05316], [-1.25885, 2.86021, 3.68100], [0.82600, 3.94598, 2.49039], [0.49077, 5.53113, 3.18674], [-0.64923, 4.88470, 2.01774], [-1.53613, 4.79222, 4.29209], [-0.09917, 4.03370, 4.95820], [-1.80437, 3.09966, 2.92823]],
  "spin_multiplicity": 4,
  "total_charge": 0,
  "homo_ev": [-7.71, -7.93],
  "s2": 3.757,
  "orbital_gap_ev": [7.54, 7.63]
}

---

2.
{
  "formula": "C4H8O2",
  "method": "wB97M-V/def2-TZVPD",
  "species": ["C", "C", "C", "C", "O", "H", "H", "H", "H", "H", "H", "O", "H", "H"],
  "positions_angstrom": [[-0.86990, -0.51382, 2.62244], [0.20397, -0.04862, 1.84707], [0.33414, -0.02472, 0.41644], [1.16786, 0.74554, -0.26119], [1.01013, 0.92629, -1.62909], [-0.73444, -0.74525, 3.63149], [-2.01203, -0.50260, 2.41091], [1.15945, 0.06775, 2.50956], [-0.36950, -0.73626, -0.11501], [1.99401, 1.36649, 0.13985], [1.95160, 0.86258, -2.04265], [-1.54361, -0.61534, -3.06035], [-1.00469, -0.07828, -2.49297], [-1.28698, -0.70376, -3.97650]],
  "e_above_lowest_kj_mol": 297.7,
  "smiles": "C=C/C=C/O.O",
  "total_charge": 0,
  "homo_ev": -8.53,
  "orbital_gap_ev": 9.09
}

---

3.
{
  "formula": "C40H52AsIrN4O6S2",
  "method": "wB97M-V/def2-TZVPD",
  "species": ["Ir", "O", "As", "O", "O", "C", "C", "C", "C", "C", "C", "S", "O", "O", "O", "H", "H", "H", "H", "H", "C", "C", "C", "C", "C", "C", "C", "C", "C", "C", "C", "C", "N", "C", "C", "C", "C", "C", "C", "C", "N", "C", "C", "C", "C", "C", "C", "C", "C", "C", "C", "C", "C", "H", "H", "H", "H", "H", "H", "H", "H", "H", "H", "H", "H", "H", "H", "H", "H", "H", "H", "H", "H", "H", "H", "H", "H", "H", "H", "H", "H", "H", "H", "H", "H", "H", "H", "H", "H", "H", "H", "H", "C", "N", "C", "S", "N", "C", "H", "H", "H", "H", "H", "H", "H", "H"],
  "positions_angstrom": [[0.00219, 0.39943, -0.12495], [1.19342, 4.30291, 2.36729], [-0.13138, 3.51653, 1.50295], [-0.59291, 4.51583, 0.30794], [0.56574, 2.02997, 0.98872], [-1.07134, 2.91265, 3.09849], [-0.52105, 3.25745, 4.32925], [-1.04854, 2.72253, 5.49958], [-2.10378, 1.82440, 5.45683], [-2.65764, 1.45923, 4.23918], [-2.14042, 2.00152, 3.07176], [-2.92898, 1.62043, 1.53890], [-3.02172, 2.83984, 0.79778], [-4.17913, 0.95467, 1.89359], [-2.04302, 0.60057, 0.84530], [1.56374, 4.94110, 1.73216], [0.31711, 3.93751, 4.36220], [-0.63140, 3.01623, 6.45408], [-2.50529, 1.41311, 6.37584], [-3.49893, 0.78173, 4.18194], [0.94096, 3.34955, -4.25784], [0.78988, 2.67417, -2.89384], [-0.63406, 2.93410, -2.36768], [1.84519, 3.14395, -1.89231], [2.20304, 4.47994, -1.82991], [3.17299, 4.91753, -0.94182], [3.81010, 4.01217, -0.11423], [3.48828, 2.65812, -0.13357], [4.21280, 1.71829, 0.83590], [3.93800, 2.08131, 2.30063], [5.71812, 1.70447, 0.55305], [2.48600, 2.25034, -1.02455], [2.09877, 0.86375, -1.04701], [3.01337, 0.03395, -1.32332], [2.93222, -1.41641, -1.29496], [4.05939, -2.09743, -1.74435], [4.12587, -3.47754, -1.74744], [3.03299, -4.21847, -1.28203], [1.90448, -3.57902, -0.83944], [1.81411, -2.16177, -0.83246], [0.68803, -1.54749, -0.39847], [-0.47354, -2.34586, -0.13327], [-0.76342, -2.76841, 1.18672], [-1.87298, -3.59170, 1.35379], [-2.64926, -4.01229, 0.28427], [-2.34184, -3.58050, -0.99050], [-1.25852, -2.73895, -1.23525], [-1.00988, -2.39242, -2.71185], [-0.39338, -1.03193, -3.06932], [-0.21463, -3.50632, -3.41242], [0.03242, -2.46087, 2.46960], [-0.24063, -1.06366, 3.04248], [1.54666, -2.70923, 2.41890], [0.32123, 2.83908, -5.00103], [1.97693, 3.32605, -4.60114], [0.61393, 4.39186, -4.22084], [0.92008, 1.60094, -3.04481], [-0.79285, 3.99712, -2.17616], [-0.81388, 2.45375, -1.40142], [-1.39035, 2.57254, -3.07569], [1.71530, 5.19844, -2.47946], [3.43561, 5.96785, -0.90131], [4.57588, 4.36352, 0.57071], [3.84917, 0.70205, 0.69717], [4.34356, 3.06740, 2.54438], [4.40103, 1.34575, 2.96772], [2.86747, 2.10930, 2.48926], [6.17020, 2.67078, 0.79371], [5.92468, 1.49651, -0.50203], [6.21583, 0.94181, 1.15972], [3.98233, 0.43320, -1.63122], [4.90366, -1.51536, -2.10093], [5.01860, -3.98022, -2.10054], [3.07815, -5.30001, -1.26876], [1.06189, -4.15520, -0.47628], [-2.11136, -3.93941, 2.35487], [-3.47653, -4.69618, 0.45110], [-2.92697, -3.93070, -1.83794], [-2.00708, -2.40507, -3.15831], [0.69532, -1.03931, -2.99983], [-0.79716, -0.22472, -2.45160], [-0.64845, -0.77791, -4.10153], [0.82135, -3.52214, -3.06869], [-0.20557, -3.33452, -4.49283], [-0.65422, -4.48957, -3.22636], [-0.36769, -3.16566, 3.19753], [0.23548, -0.28273, 2.44865], [0.18156, -0.98266, 4.04786], [-1.30837, -0.85258, 3.09461], [2.07206, -1.89704, 1.91113], [1.79652, -3.65329, 1.93054], [1.93092, -2.75385, 3.44027], [-5.75173, -2.29754, 0.94078], [-4.97166, -1.22263, 0.32152], [-4.61333, -1.06117, -0.92166], [-3.56702, 0.27937, -1.31893], [-4.99186, -1.82075, -1.95569], [-6.08178, -2.79849, -2.01642], [-5.47868, -2.32787, 1.99280], [-5.52567, -3.26349, 0.50047], [-6.82170, -2.10312, 0.87391], [-4.68608, -0.45363, 0.94981], [-4.59551, -1.53854, -2.83536], [-5.75300, -3.78403, -1.68797], [-6.40610, -2.87399, -3.05051], [-6.93231, -2.48295, -1.41964]],
  "spin_multiplicity": 6,
  "total_charge": 1,
  "homo_ev": [-10.12, -10.81],
  "s2": 8.800,
  "orbital_gap_ev": [7.56, 5.51]
}

---

4.
{
  "formula": "C2H6NO3",
  "method": "wB97M-V/def2-TZVPD",
  "species": ["N", "C", "O", "H", "H", "H", "H", "H", "O", "C", "O", "H"],
  "positions_angstrom": [[0.31606, 0.29393, 0.89875], [-0.44699, 1.31996, 0.28445], [0.34555, 2.49053, 0.18540], [0.39124, -0.58274, 0.36058], [1.17035, 0.58285, 1.36471], [-0.74665, 0.99062, -0.71437], [-1.34952, 1.51451, 0.87531], [-0.18984, 3.15888, -0.24338], [0.29643, -1.28693, -1.21557], [0.13884, -2.47227, -0.76402], [0.02960, -2.69896, 0.43981], [0.04492, -3.31038, -1.47166]],
  "e_above_lowest_kj_mol": 102.9,
  "spin_multiplicity": 2,
  "total_charge": 0,
  "homo_ev": [-10.06, -9.31],
  "s2": 0.759,
  "orbital_gap_ev": [10.67, 5.67]
}

---

5.
{
  "formula": "C2H2ClN2",
  "method": "wB97M-V/def2-TZVPD",
  "species": ["C", "C", "N", "N", "Cl", "H", "H"],
  "positions_angstrom": [[-0.13148, 0.56829, 0.19867], [-0.66008, -0.36113, 0.89301], [1.81958, -0.62433, -2.35311], [1.12314, -0.29932, -1.58100], [-1.58868, 0.60123, 2.03795], [0.10352, 1.55107, -0.13445], [-0.66599, -1.43580, 0.93893]],
  "e_above_lowest_kj_mol": 79.1,
  "total_charge": 1,
  "homo_ev": -16.77,
  "orbital_gap_ev": 9.21
}

---

6.
{
  "formula": "C3H5FS2",
  "method": "wB97M-V/def2-TZVPD",
  "species": ["F", "C", "C", "C", "S", "S", "H", "H", "H", "H", "H"],
  "positions_angstrom": [[-0.11587, -1.67896, -1.27691], [-0.85760, -0.53105, -0.95439], [-0.78585, 0.04699, 0.48730], [0.56097, 0.53909, 0.56728], [1.25762, 2.22564, 0.69527], [1.80099, -0.60956, 0.36584], [-1.80432, -0.96561, -0.91841], [-0.56618, 0.12753, -1.92661], [-1.00800, -0.68486, 1.34862], [-1.23209, 1.11277, 0.54845], [2.75033, 0.41802, 1.06357]],
  "e_above_lowest_kj_mol": 268.1,
  "smiles": "FCCC(=S)S",
  "total_charge": 0,
  "homo_ev": -8.47,
  "orbital_gap_ev": 7.67
}